*1*
# C4H8NO

An isolated ion of composition C4H8NO and charge +1 (the ωB97M-V functional and the def2-TZVPD basis, OMol25).

Last column: Mulliken charge in e.
Cartesian coordinates (Å):
C: 1.381 0.072 0.052  0.372
C: 0.099 0.598 0.450  0.269
C: -0.010 -0.641 -0.472  -0.723
C: -0.331 1.950 -0.115  -1.293
N: -0.389 -1.944 0.116  -0.283
O: 2.537 -0.075 -0.035  -0.353
H: -0.190 0.467 1.489  0.446
H: -0.360 -0.475 -1.478  0.419
H: -0.911 2.495 0.621  0.324
H: -0.933 1.826 -1.011  0.373
H: 0.540 2.547 -0.371  0.346
H: 0.366 -2.314 0.711  0.386
H: -0.547 -2.628 -0.636  0.363
H: -1.252 -1.879 0.679  0.354

As for the structure (SMILES): C[C@@H]1C(=O)[C@H]1[NH3+]. For the frontier orbital gap, the calculation gives 9.68 eV. The calculation puts the HOMO energy at -13.75 eV. The net charge is +1. As for the spin multiplicity: 1.

*2*
# C4H8NO

A 2-piece molecular cluster, C4H8NO overall (the ωB97M-V functional and the def2-TZVPD basis, OMol25).

Last column: Mulliken charge in e.
Cartesian coordinates (Å):
C: 2.755 -1.790 -0.636  -0.579
C: -0.953 1.729 0.211  -0.393
C: 1.516 -1.616 -0.564  -0.284
C: -0.704 0.351 -0.157  0.284
N: -1.331 0.841 1.358  -0.270
O: -1.352 -0.421 -0.966  -0.355
H: 3.406 -2.136 -1.495  0.253
H: 3.626 -1.507 0.097  0.249
H: -0.157 2.353 0.602  0.283
H: -1.833 2.351 -0.334  0.252
H: 0.530 -1.743 -0.707  0.705
H: -0.954 0.892 2.287  0.255
H: -2.307 0.708 1.412  0.252
H: -2.242 -0.013 -1.107  0.349

For the frontier orbital gap (spin up / spin down), the calculation gives 5.54 / 9.76 eV. The calculation puts the HOMO energy (spin up / spin down) at -11.68 / -13.97 eV. The net charge is +1. As for the spin multiplicity: 1.

*3*
# C4H8NO

C4H8NO as an isolated structure (the ωB97M-V functional and the def2-TZVPD basis, OMol25).

Last column: Mulliken charge in e.
Cartesian coordinates (Å):
C: 1.392 0.254 0.634  -0.381
C: 2.014 -0.517 -0.113  0.470
C: -1.965 0.488 0.761  -0.745
C: 0.244 0.283 -0.611  -0.190
N: -0.999 -0.135 -0.074  -0.246
O: 2.863 -1.182 -0.881  -0.343
H: 1.245 0.434 1.686  0.394
H: -2.497 -0.376 1.181  0.279
H: -1.437 1.077 1.595  0.283
H: -2.549 1.109 0.203  0.320
H: 0.533 -0.329 -1.497  0.282
H: 0.290 1.381 -0.820  0.277
H: 2.353 -1.806 -1.358  0.394
H: -1.486 -0.681 -0.703  0.206

For the frontier orbital gap, the calculation gives 9.19 eV. The calculation puts the HOMO energy at -13.70 eV. The net charge is +1. As for the spin multiplicity: 1.

*4*
# C4H8NO

C4H8NO as an isolated structure (the ωB97M-V functional and the def2-TZVPD basis, OMol25).

Last column: Mulliken charge in e.
Cartesian coordinates (Å):
C: 0.574 1.158 0.208  -0.423
C: 1.502 -0.074 0.086  -0.449
C: -1.772 -0.074 -0.632  -0.412
C: -0.511 0.133 0.179  0.464
N: 0.349 -1.012 0.219  -0.034
O: -1.737 0.017 0.797  -0.428
H: 0.693 1.776 1.212  0.262
H: 0.478 1.934 -0.558  0.311
H: 1.949 -0.263 -0.968  0.289
H: 2.336 -0.027 0.897  0.293
H: -2.152 0.761 -1.194  0.276
H: -2.050 -1.198 -0.970  0.212
H: 0.045 -1.638 -0.423  0.298
H: 0.296 -1.491 1.149  0.341

For the frontier orbital gap, the calculation gives 12.39 eV. The calculation puts the HOMO energy at -15.81 eV. The net charge is +1. As for the spin multiplicity: 1.

*1* is the most stable structure; the next one sits 0.746 eV above it.

*1*
# C4H8NO

A 2-piece molecular cluster, C4H8NO overall (the ωB97M-V functional and the def2-TZVPD basis, OMol25).

Last column: Mulliken charge in e.
Cartesian coordinates (Å):
C: -3.512 -0.512 -0.078  -0.672
C: -2.420 0.141 0.127  0.053
C: 3.033 -0.737 0.177  -0.080
C: -1.144 0.438 0.396  0.091
N: 2.516 0.399 -0.051  -0.081
O: -0.138 0.781 -0.549  -0.577
H: -4.466 -0.059 0.083  0.247
H: 3.994 -0.694 0.517  0.292
H: 2.599 -1.593 -0.182  0.290
H: -0.726 0.436 1.476  0.259
H: 2.950 1.274 0.131  0.286
H: 1.460 0.583 -0.336  0.336
H: -3.542 -1.491 -0.392  0.275
H: -0.605 1.034 -1.319  0.282

For the frontier orbital gap, the calculation gives 7.42 eV. The calculation puts the HOMO energy at -12.65 eV. The net charge is +1. As for the spin multiplicity: 1.

*2*
# C4H8NO

A 2-piece molecular cluster, C4H8NO overall (the ωB97M-V functional and the def2-TZVPD basis, OMol25).

Last column: Mulliken charge in e.
Cartesian coordinates (Å):
C: 0.797 -0.803 1.001  -1.101
C: 0.825 0.314 -0.136  -0.071
C: 0.809 0.411 -3.023  0.282
C: -1.326 0.388 -0.964  -0.766
N: -0.067 -0.144 -1.038  -0.015
O: 1.032 0.284 -4.130  -0.084
H: 0.890 -1.874 0.590  0.335
H: 1.445 -0.669 1.918  0.359
H: 0.699 1.248 0.348  0.317
H: 1.885 0.440 -0.571  0.309
H: -0.175 -0.835 1.607  0.317
H: -1.914 0.244 -1.914  0.363
H: -1.930 -0.321 -0.424  0.388
H: -1.417 1.532 -0.685  0.368

For the frontier orbital gap, the calculation gives 8.60 eV. The calculation puts the HOMO energy at -16.34 eV. The net charge is +1. As for the spin multiplicity: 1.

*1* is the most stable structure; the next one sits 1.721 eV above it.

*1*
# C4H8NO

An isolated ion of composition C4H8NO and charge +1 (the ωB97M-V functional and the def2-TZVPD basis, OMol25).

Last column: Mulliken charge in e.
Cartesian coordinates (Å):
C: 0.885 -0.935 -0.391  -0.354
C: 0.356 1.248 0.416  -0.575
C: -1.416 -1.024 0.269  -0.501
C: -1.022 1.255 -0.228  -0.050
N: 0.980 0.350 -0.487  -0.078
O: -1.569 0.054 -0.428  -0.225
H: 0.804 -1.214 0.727  0.302
H: 1.183 -1.750 -1.175  0.338
H: 0.798 2.261 0.504  0.332
H: 0.387 0.895 1.393  0.295
H: -1.834 -1.901 -0.209  0.351
H: -1.228 -0.935 1.321  0.411
H: -1.373 1.866 -0.974  0.415
H: 1.421 0.893 -1.360  0.340

For the frontier orbital gap (spin up / spin down), the calculation gives 8.29 / 8.29 eV. The calculation puts the HOMO energy (spin up / spin down) at -12.89 / -12.89 eV. The net charge is +1. As for the spin multiplicity: 1.

*2*
# C4H8NO

C4H8NO as an isolated structure (the ωB97M-V functional and the def2-TZVPD basis, OMol25).

Last column: Mulliken charge in e.
Cartesian coordinates (Å):
C: -0.493 2.659 0.889  0.118
C: 0.358 -0.974 -0.999  -0.895
C: -0.470 -0.848 0.281  -0.477
C: 0.472 0.417 1.364  -0.230
N: 0.099 1.675 1.149  0.049
O: 1.727 0.048 1.053  -0.497
H: -1.211 3.363 0.609  0.452
H: 0.298 -2.017 -1.340  0.345
H: 1.428 -0.853 -0.650  0.326
H: -0.058 -0.254 -1.699  0.281
H: -0.283 -1.609 1.107  0.284
H: -1.513 -0.574 0.222  0.451
H: 0.221 0.124 2.405  0.444
H: 2.282 0.340 1.783  0.348

For the frontier orbital gap, the calculation gives 9.47 eV. The calculation puts the HOMO energy at -14.87 eV. The net charge is +1. As for the spin multiplicity: 1.

*3*
# C4H8NO

An isolated ion of composition C4H8NO and charge +1 (the ωB97M-V functional and the def2-TZVPD basis, OMol25).

Last column: Mulliken charge in e.
Cartesian coordinates (Å):
C: -0.008 -0.723 0.928  -0.259
C: -0.488 0.672 0.777  0.250
C: -1.872 0.911 0.107  -1.195
C: 2.056 -0.791 -1.059  -0.671
N: 0.969 -0.390 -0.209  0.245
O: 0.500 0.915 -0.217  -0.235
H: 0.049 -1.460 1.654  0.390
H: -0.318 1.203 1.658  0.376
H: -2.059 2.068 0.063  0.312
H: -2.604 0.549 0.689  0.416
H: -1.879 0.418 -0.787  0.381
H: 1.996 -1.886 -1.527  0.314
H: 2.863 -0.879 -0.423  0.344
H: 2.012 -0.124 -1.856  0.332

As for the structure (SMILES): C[C@H]1C=[N+](C)O1. For the frontier orbital gap (spin up / spin down), the calculation gives 9.30 / 9.30 eV. The calculation puts the HOMO energy (spin up / spin down) at -15.32 / -15.32 eV. The net charge is +1. As for the spin multiplicity: 1.

*4*
# C4H8NO

An isolated ion of composition C4H8NO and charge +1 (the ωB97M-V functional and the def2-TZVPD basis, OMol25).

Last column: Mulliken charge in e.
Cartesian coordinates (Å):
C: -0.781 0.522 -0.734  0.071
C: -1.147 1.450 -1.602  -0.740
C: -0.009 -0.153 0.295  1.180
C: 1.273 -0.780 0.156  -1.679
N: -1.332 -0.578 -0.025  -0.541
O: -0.158 0.561 1.667  -0.371
H: -2.221 1.379 -1.925  0.268
H: -0.567 2.434 -1.672  0.261
H: 1.557 -1.614 0.623  0.541
H: 2.213 -0.148 0.139  0.409
H: 1.460 -1.073 -0.825  0.447
H: -1.143 0.511 1.932  0.462
H: -1.422 -1.455 -0.431  0.249
H: 0.532 0.131 2.265  0.443

For the frontier orbital gap, the calculation gives 10.07 eV. The calculation puts the HOMO energy at -14.01 eV. The net charge is +1. As for the spin multiplicity: 1.

*2* is the most stable structure; the next one sits 0.360 eV above it.